DFT (the ωB97M-V functional and the def2-TZVPD basis) results for 10 unconnected molecules or ions with the total composition C10H40O10 in a non-equilibrium geometry.

Calculated values
energy above the lowest of the compared OMol25 structures with the same formula, charge and spin	106.2	kcal/mol
LUMO energy	0.0012	Ha
total energy	-31488.5419	eV
F_max	1.68	eV/A
highest occupied orbital energy	-9.067	eV
gap between HOMO and LUMO	9.10	eV
total charge	0

Bonds (Å) are listed after each position.
Positions of all 60 atoms, in Å:
1 C 0.21 0.26 -2.94  O2 1.420, H3 1.090, H4 1.090, H5 1.090
2 O 1.19 -0.76 -2.98  C1 1.420, H6 0.960
3 H -0.04 0.56 -1.92  C1 1.090
4 H 0.53 1.17 -3.44  C1 1.090
5 H -0.77 0.01 -3.33  C1 1.090
6 H 2.02 -0.28 -2.96  O2 0.960
7 C -3.18 2.95 0.92  O8 1.410, H9 1.090, H10 1.090, H11 1.090
8 O -2.36 1.87 0.53  C7 1.410, H12 0.960
9 H -2.78 3.35 1.85  C7 1.090
10 H -3.18 3.75 0.18  C7 1.090
11 H -4.22 2.69 1.14  C7 1.090
12 H -1.49 2.26 0.46  O8 0.960
13 C -0.88 -3.28 -2.35  O14 1.406, H15 1.090, H16 1.090, H17 1.090
14 O 0.48 -3.33 -2.68  C13 1.406, H18 0.960
15 H -1.14 -2.41 -1.74  C13 1.090
16 H -1.56 -3.30 -3.20  C13 1.090
17 H -1.11 -4.09 -1.66  C13 1.090
18 H 0.80 -2.47 -2.98  O14 0.960
19 C -0.86 1.72 3.88  O20 1.462, H21 1.090, H22 1.090, H23 1.090
20 O 0.35 0.89 3.90  C19 1.462, H24 0.960
21 H -0.78 2.68 3.38  C19 1.090
22 H -1.61 1.11 3.38  C19 1.090
23 H -1.17 1.97 4.89  C19 1.090
24 H 0.18 0.27 4.62  O20 0.960
25 C -2.01 -2.11 3.68  O26 1.392, H27 1.090, H28 1.090, H29 1.090
26 O -1.37 -2.50 2.51  C25 1.392, H30 0.960
27 H -2.25 -1.06 3.53  C25 1.090
28 H -2.96 -2.64 3.76  C25 1.090
29 H -1.48 -2.38 4.59  C25 1.090
30 H -0.66 -1.91 2.25  O26 0.960
31 C 4.04 -2.22 -0.80  O32 1.435, H33 1.090, H34 1.090, H35 1.090
32 O 4.94 -3.33 -0.79  C31 1.435, H36 0.960
33 H 3.46 -2.09 0.11  C31 1.090
34 H 4.56 -1.29 -1.03  C31 1.090
35 H 3.30 -2.31 -1.60  C31 1.090
36 H 5.08 -3.63 -1.70  O32 0.960
37 C 0.24 3.53 -0.62  O38 1.390, H39 1.090, H40 1.090, H41 1.090
38 O 0.22 2.70 0.49  C37 1.390, H42 0.960
39 H -0.60 4.22 -0.53  C37 1.090
40 H 1.18 4.06 -0.80  C37 1.090
41 H 0.13 2.96 -1.55  C37 1.090
42 H 0.80 3.08 1.16  O38 0.960
43 C 3.52 1.35 -1.86  O44 1.403, H45 1.090, H46 1.090, H47 1.090
44 O 3.57 0.28 -2.77  C43 1.403, H48 0.960
45 H 3.89 0.98 -0.90  C43 1.090
46 H 4.16 2.14 -2.26  C43 1.090
47 H 2.52 1.71 -1.62  C43 1.090
48 H 4.48 0.08 -2.99  O44 0.960
49 C -3.82 -0.87 -0.34  O50 1.441, H51 1.090, H52 1.090, H53 1.090
50 O -2.79 -0.24 -1.13  C49 1.441, H54 0.960
51 H -4.25 -1.78 -0.76  C49 1.090
52 H -3.52 -1.10 0.68  C49 1.090
53 H -4.57 -0.12 -0.09  C49 1.090
54 H -2.48 0.47 -0.56  O50 0.960
55 C 0.65 -0.73 0.52  O56 1.437, H57 1.090, H58 1.090, H59 1.090
56 O 0.97 -0.90 1.91  C55 1.437, H60 0.960
57 H 1.30 -0.22 -0.19  C55 1.090
58 H 0.46 -1.66 -0.01  C55 1.090
59 H -0.23 -0.08 0.46  C55 1.090
60 H 0.91 -0.01 2.28  O56 0.960